Density functional theory data (ωB97M-V/def2-TZVPD) for a 2-piece molecular cluster, CHF3N2O overall in a non-equilibrium geometry.

Last column: Mulliken charge in e.
Positions of all 8 atoms, in Å:
F 3.7399 -0.2764 -1.1378  -0.1078
F 3.8986 -0.3501 1.1029  -0.0494
F 0.8291 1.7380 0.7494  -0.1457
O 0.2660 -1.5855 -0.2110  -0.3882
N 3.7671 0.4365 0.0481  0.1572
N 1.0051 0.4799 0.2235  0.0385
C 0.1116 -0.4108 -0.0319  0.1313
H -0.8451 -0.0357 -0.1473  0.3640

Values from the calculation:
orbital gap (alpha / beta)	0.2452 / 0.3716	Ha
energy	-522.6922	Ha
HOMO level (alpha / beta)	-10.44 / -10.92	eV
ΔE to the lowest compared entry with this formula, charge and spin	184.9	kcal/mol
spin multiplicity	1